[1]
Below is the molecule C6H6ClN, with properties calculated with ωB97M-V/def2-TZVPD.

Output
- relative energy (zero: lowest compared OMol25 entry of this formula, charge and spin) (eV) = 0.000
- calculated total energy (eV) = -20331.990
- Kohn-Sham gap (Ha) = 0.37294
- total charge = 0
- structure (SMILES) = Cc1ccc(Cl)nc1
- HOMO energy (eV) = -9.33

CARTESIAN COORDINATES (ANGSTROEM)
C -1.77 0.09 1.20
C -0.49 0.09 0.40
C -0.27 -0.81 -0.64
C 0.91 -0.78 -1.37
C 1.84 0.17 -0.99
Cl 3.35 0.25 -1.87
N 1.68 1.05 -0.03
C 0.54 0.99 0.66
H -1.73 0.88 1.98
H -2.65 0.24 0.56
H -1.93 -0.87 1.71
H -1.02 -1.52 -0.90
H 1.12 -1.48 -2.17
H 0.42 1.70 1.47



[2]
Below is a structure of composition C6H6ClN3 in a non-equilibrium geometry, with properties calculated with ωB97M-V/def2-TZVPD.

Output
- relative energy (zero: lowest compared OMol25 entry of this formula, charge and spin) (eV) = 2.636
- calculated total energy (eV) = -23308.127
- Kohn-Sham gap (Ha) = 0.35080
- total charge = 0
- HOMO energy (eV) = -9.43

CARTESIAN COORDINATES (ANGSTROEM)
C 0.04 1.71 -1.19
C -0.17 2.54 -0.07
C 0.09 0.45 -0.61
C -0.52 -2.12 0.00
C -0.08 -0.53 1.64
C 0.45 -1.48 -0.93
N -0.20 1.83 1.05
N -0.79 -1.64 1.14
N -0.06 0.59 0.71
Cl 0.26 -1.75 -2.65
H 0.15 2.06 -2.13
H -0.27 3.60 -0.18
H -0.91 -2.96 -0.53
H -0.66 -0.22 2.67
H 1.05 -0.59 1.88
H 1.60 -1.48 -0.81



[3]
Below is a cluster of 2 separate species, C6H6F2O6 in total in a non-equilibrium geometry, with properties calculated with ωB97M-V/def2-TZVPD.

Output
- relative energy (zero: lowest compared OMol25 entry of this formula, charge and spin) (eV) = 1.375
- calculated total energy (eV) = -24038.233
- Kohn-Sham gap (Ha) = 0.41302
- total charge = 0
- structure (SMILES) = O=C1OC[C@@H](F)O1.O=C1OC[C@@H](F)O1
- HOMO energy (eV) = -10.91

CARTESIAN COORDINATES (ANGSTROEM)
O -0.37 -4.15 -0.51
C -1.02 -3.11 -0.17
O -2.13 -2.64 -0.80
C -2.57 -1.44 -0.35
C -1.58 -1.20 0.82
F -2.45 -1.17 1.85
O -0.76 -2.31 0.85
H -2.43 -0.74 -1.17
H -3.65 -1.41 -0.17
H -1.05 -0.25 0.74
O 0.04 0.39 -1.63
C 0.85 1.04 -0.98
O 0.75 1.31 0.32
C 1.97 1.84 0.85
C 2.43 2.51 -0.40
F 3.74 2.42 -0.45
O 1.82 1.84 -1.46
H 1.74 2.50 1.69
H 2.60 1.03 1.21
H 2.07 3.52 -0.25



[4]
Below is the molecule C6H6F4I2 in a non-equilibrium geometry, with properties calculated with ωB97M-V/def2-TZVPD.

Output
- relative energy (zero: lowest compared OMol25 entry of this formula, charge and spin) (eV) = 2.254
- calculated total energy (eV) = -33387.099
- Kohn-Sham gap (Ha) = 0.31376
- total charge = 0
- HOMO energy (eV) = -8.68

CARTESIAN COORDINATES (ANGSTROEM)
C 0.55 0.73 -0.70
C -0.68 -0.75 0.80
C -0.52 0.75 0.51
C 1.01 -0.72 -0.62
C -0.08 1.04 -2.10
C -0.27 -1.05 2.20
F 1.57 1.67 -0.52
F -1.63 1.35 0.14
F 0.00 1.38 1.56
F 0.73 -1.46 -1.66
I -2.34 -1.67 -0.21
I 2.86 -1.15 0.23
H 0.44 0.62 -3.06
H -0.09 2.18 -2.30
H -0.97 0.56 -2.11
H 0.07 -2.25 2.34
H -1.12 -0.83 2.91
H 0.48 -0.40 2.58



- Look up the HOMO energy of the first one.
  -9.33 eV



What did the fourth record say?
Below is the molecule C6H6F4I2 in a non-equilibrium geometry, with properties calculated with ωB97M-V/def2-TZVPD.

Output
- relative energy (zero: lowest compared OMol25 entry of this formula, charge and spin) (eV) = 2.254
- calculated total energy (eV) = -33387.099
- Kohn-Sham gap (Ha) = 0.31376
- total charge = 0
- HOMO energy (eV) = -8.68

CARTESIAN COORDINATES (ANGSTROEM)
C 0.55 0.73 -0.70
C -0.68 -0.75 0.80
C -0.52 0.75 0.51
C 1.01 -0.72 -0.62
C -0.08 1.04 -2.10
C -0.27 -1.05 2.20
F 1.57 1.67 -0.52
F -1.63 1.35 0.14
F 0.00 1.38 1.56
F 0.73 -1.46 -1.66
I -2.34 -1.67 -0.21
I 2.86 -1.15 0.23
H 0.44 0.62 -3.06
H -0.09 2.18 -2.30
H -0.97 0.56 -2.11
H 0.07 -2.25 2.34
H -1.12 -0.83 2.91
H 0.48 -0.40 2.58



What did the first record say?
Below is the molecule C6H6ClN, with properties calculated with ωB97M-V/def2-TZVPD.

Output
- relative energy (zero: lowest compared OMol25 entry of this formula, charge and spin) (eV) = 0.000
- calculated total energy (eV) = -20331.990
- Kohn-Sham gap (Ha) = 0.37294
- total charge = 0
- structure (SMILES) = Cc1ccc(Cl)nc1
- HOMO energy (eV) = -9.33

CARTESIAN COORDINATES (ANGSTROEM)
C -1.77 0.09 1.20
C -0.49 0.09 0.40
C -0.27 -0.81 -0.64
C 0.91 -0.78 -1.37
C 1.84 0.17 -0.99
Cl 3.35 0.25 -1.87
N 1.68 1.05 -0.03
C 0.54 0.99 0.66
H -1.73 0.88 1.98
H -2.65 0.24 0.56
H -1.93 -0.87 1.71
H -1.02 -1.52 -0.90
H 1.12 -1.48 -2.17
H 0.42 1.70 1.47